# 1
Formula: C4H5Cl
Source: the Open Molecules 2025 dataset
Level of theory: wB97M-V/def2-TZVPD

Cartesian coordinates (Å):
C1 -3.212185 -0.373618 0.082206
C2 -1.621846 0.006291 -0.234856
C3 -0.537536 0.631019 -0.338645
C4 0.943120 0.922348 0.190153
H1 -3.631858 -1.465674 0.120746
H2 -4.053465 0.400336 -0.416314
H3 -3.266891 -0.075849 1.190601
H4 0.660130 0.732724 1.576285
H5 1.646247 2.022034 -0.252125
Cl1 2.071560 -0.513518 -0.024255

Forces on the atoms, in the same order (eV/Å):
C -0.1 1.9 1.1
C -0.6 1.4 -0.2
C -0.4 -2.0 1.5
C -1.0 0.6 2.2
H 1.5 2.0 -0.9
H 2.7 -2.3 0.9
H 0.1 -0.4 -1.5
H 1.3 1.6 -4.4
H -2.8 -3.7 1.7
Cl -0.7 0.9 -0.4

Properties
Highest occupied orbital energy: -9.6 eV
Multiplicity: 1
Frontier orbital gap: 0.3711 Ha
Max |F|: 4.93 eV/A
Molar mass: 88.54 g mol⁻¹
Energy above the lowest of the compared OMol25 structures with the same formula, charge and spin: 4.652 eV

Taken from the Mulliken analysis, the atomic charges in e are:
1. C -0.727
2. C 0.153
3. C -0.192
4. C -0.375
5. H 0.279
6. H 0.249
7. H 0.216
8. H 0.244
9. H 0.306
10. Cl -0.153

=====

# 2
Formula: C3H4GdO
Source: the Open Molecules 2025 dataset
Level of theory: wB97M-V/def2-TZVPD

Cartesian coordinates (Å):
C1 0.583201 -1.835591 -2.390938
C2 1.443062 -0.925119 -1.886869
C3 0.819686 0.167296 -1.196355
O1 0.299837 0.082911 -0.074861
Gd1 -0.881114 1.319370 1.614507
H1 0.913928 -2.841349 -2.651329
H2 -0.482848 -1.623850 -2.500958
H3 2.510812 -1.108571 -1.763028
H4 1.213161 1.146659 -1.570008

Forces on the atoms, in the same order (eV/Å):
C -1.8 -2.7 -1.8
C 0.8 -0.2 1.1
C 2.1 2.4 2.5
O -0.5 0.2 -1.3
Gd -0.1 0.1 0.4
H 0.0 -0.1 0.0
H 0.1 0.0 -0.2
H 0.3 0.4 -0.4
H -0.9 0.0 -0.3

Properties
Highest occupied orbital energy (spin up / spin down): -25.6 / -21.8 eV
Multiplicity: 8
Frontier orbital gap (spin up / spin down): 0.4030 / 0.1551 Ha
Max |F|: 4.03 eV/A
Molar mass: 213.31 g mol⁻¹
Net charge: +3
⟨S²⟩: 16.763

Taken from the Mulliken analysis, the atomic charges in e are:
1. C -0.282
2. C 0.160
3. C 0.294
4. O -0.351
5. Gd 1.704
6. H 0.319
7. H 0.325
8. H 0.403
9. H 0.428

=====

# 3
Formula: C4H12N3
Source: the Open Molecules 2025 dataset
Level of theory: wB97M-V/def2-TZVPD

Cartesian coordinates (Å):
C1 2.849832 0.888296 -0.636601
C2 0.452397 -0.526314 1.388789
C3 -1.403017 0.197997 0.050623
C4 -1.469943 -1.080225 -0.645218
N1 -0.548869 0.387066 1.064525
N2 -2.398906 1.145714 -0.094946
N3 2.064095 -0.153548 -0.772689
H1 2.473225 1.769390 -1.008068
H2 3.793836 0.862169 -0.143034
H3 1.268401 -0.352284 2.021945
H4 0.073544 -1.610765 1.411515
H5 -0.843183 -1.230815 -1.574576
H6 -2.472072 -1.291936 -0.821407
H7 -1.073337 -1.894695 0.064140
H8 -0.502939 1.239329 1.495777
H9 -3.330919 0.862040 -0.387637
H10 -2.551236 1.914486 0.552084
H11 1.230849 -0.086880 -1.365934
H12 2.388249 -1.039032 -0.599281

Forces on the atoms, in the same order (eV/Å):
C 0.4 -0.5 0.2
C -1.5 -3.0 -1.1
C -0.9 2.1 2.2
C 2.6 -2.0 0.6
N 1.0 -3.0 -2.2
N -0.4 -0.4 -0.2
N -1.7 1.3 -0.5
H -0.5 2.0 -0.7
H 0.3 -0.3 0.2
H 0.6 1.0 0.8
H 0.8 1.8 -0.1
H -0.8 0.6 0.9
H -1.7 -0.5 -0.8
H -0.8 1.2 -1.1
H -0.2 2.7 1.2
H 0.6 -0.4 -0.5
H 0.8 -0.3 0.1
H 0.7 -0.1 0.5
H 0.8 -2.4 0.5

Properties
Highest occupied orbital energy (spin up / spin down): -11.1 / -9.7 eV
Multiplicity: 1
Frontier orbital gap (spin up / spin down): 0.2884 / 0.1923 Ha
Max |F|: 3.85 eV/A
Molar mass: 102.16 g mol⁻¹
Net charge: +1
Energy above the lowest of the compared OMol25 structures with the same formula, charge and spin: 4.972 eV

Taken from the Mulliken analysis, the atomic charges in e are:
1. C -0.474
2. C -0.756
3. C 0.785
4. C -1.041
5. N -0.039
6. N -0.466
7. N -0.195
8. H 0.304
9. H 0.316
10. H 0.364
11. H 0.215
12. H 0.229
13. H 0.386
14. H 0.252
15. H 0.189
16. H 0.268
17. H 0.228
18. H 0.198
19. H 0.236

=====

# 4
Formula: C10H16O
Source: the Open Molecules 2025 dataset
Level of theory: wB97M-V/def2-TZVPD

Cartesian coordinates (Å):
C1 1.291722 0.071818 -2.351255
C2 -0.607067 -2.730704 -0.020734
C3 -1.083172 -2.691189 -1.297935
C4 0.505456 -2.100777 0.606913
C5 -0.412288 -1.846777 -2.186891
C6 1.136502 -1.307455 -0.359066
C7 0.649812 -1.111891 -1.664573
O1 -1.169441 -3.680996 0.822983
H1 -1.887742 -3.336644 -1.601307
H2 -2.053133 -3.933526 0.517427
H3 0.602130 -2.256861 1.664964
H4 -0.727607 -1.622820 -3.198345
H5 2.053289 -0.813024 0.029056
H6 0.575432 0.635465 -2.989728
H7 2.131553 -0.077192 -3.024048
H8 1.628160 0.830075 -1.616758
C8 -0.232965 2.779212 1.020677
C9 0.696023 1.597298 1.225524
C10 -1.251107 2.790657 2.201773
H9 -0.673801 2.705093 0.009541
H10 0.328244 3.727574 0.907726
H11 0.250381 0.617929 1.058607
H12 1.624535 1.642682 0.636985
H13 -1.114829 1.999209 2.941318
H14 1.194342 1.624841 2.169617
H15 -2.195903 2.798527 1.676025
H16 -1.258524 3.689478 2.821509

Forces on the atoms, in the same order (eV/Å):
C -0.5 1.4 -0.8
C 0.0 -2.1 2.9
C 1.0 0.9 -1.2
C -2.1 0.0 -4.0
C 0.3 0.9 0.9
C 0.9 -0.2 2.2
C 1.0 0.6 0.2
O -0.7 0.0 0.3
H -0.2 -0.1 0.0
H 0.3 0.1 0.0
H 0.7 0.1 0.1
H -0.2 -0.3 0.0
H -0.7 0.1 -0.9
H 0.1 -0.5 0.4
H 0.3 -0.6 0.1
H -0.2 -0.6 -0.2
C 0.6 0.1 0.2
C 1.5 0.2 -0.9
C 0.0 1.0 -0.9
H -0.4 -0.2 0.6
H -0.1 -0.4 0.6
H -0.2 0.2 0.1
H -0.5 0.0 -0.8
H -0.2 -0.4 -0.6
H -0.3 -0.1 1.3
H -0.7 -0.5 0.7
H 0.3 0.3 -0.3

Properties
Highest occupied orbital energy: -8.3 eV
Multiplicity: 1
Frontier orbital gap: 0.3376 Ha
Max |F|: 4.53 eV/A
Molar mass: 152.24 g mol⁻¹
SMILES string: Cc1ccc(O)cc1.CCC
Energy above the lowest of the compared OMol25 structures with the same formula, charge and spin: 2.055 eV

Taken from the Mulliken analysis, the atomic charges in e are:
1. C -1.195
2. C 1.041
3. C -0.668
4. C -0.820
5. C -0.534
6. C -0.286
7. C 0.375
8. O -0.534
9. H 0.286
10. H 0.286
11. H 0.431
12. H 0.424
13. H 0.377
14. H 0.336
15. H 0.310
16. H 0.189
17. C -0.251
18. C -1.241
19. C -1.018
20. H 0.283
21. H 0.293
22. H 0.282
23. H 0.308
24. H 0.336
25. H 0.440
26. H 0.254
27. H 0.297

=====

# 5
Formula: C5H13Br2NP
Source: the Open Molecules 2025 dataset
Level of theory: wB97M-V/def2-TZVPD

Cartesian coordinates (Å):
C1 1.950396 -2.405815 -1.152755
C2 1.058735 -1.197356 -1.155226
N1 1.355951 -0.151928 -0.517378
C3 -0.266809 -1.338203 -1.929242
P1 -1.502155 -2.029779 -0.825193
H1 2.912308 -2.141928 -0.718312
H2 2.103839 -2.787323 -2.165583
H3 1.523585 -3.221061 -0.557013
H4 0.676076 0.607939 -0.613202
H5 -0.182189 -1.984178 -2.806976
H6 -0.641041 -0.358797 -2.241829
H7 -2.523981 -2.729925 -1.466834
H8 -0.932723 -2.913941 0.090260
H9 -2.123447 -1.039081 -0.067195
Br1 0.272543 3.335808 -0.079096
C4 -0.874352 3.300507 1.495047
C5 -0.142657 2.837370 2.726236
Br2 0.227346 0.931267 2.648826
H10 -1.702899 2.638326 1.262763
H11 -1.242753 4.316260 1.614552
H12 -0.759307 2.995488 3.607777
H13 0.813534 3.336351 2.850371

Forces on the atoms, in the same order (eV/Å):
C 0.0 0.0 0.0
C 0.0 0.0 0.2
N 0.0 0.0 -0.3
C 0.0 0.1 -0.1
P -0.1 0.0 0.2
H -0.1 0.0 0.0
H 0.0 0.0 0.1
H 0.0 0.0 -0.1
H 0.1 0.0 0.2
H 0.0 0.0 0.1
H 0.0 -0.1 0.0
H 0.0 0.0 0.0
H 0.0 0.0 0.0
H 0.0 0.0 0.0
Br -0.1 -0.1 0.0
C 0.0 0.0 -0.1
C 0.0 0.1 0.0
Br 0.0 -0.1 0.0
H 0.0 0.1 0.0
H 0.1 0.0 0.0
H 0.0 0.0 0.0
H 0.0 0.0 0.0

Properties
Highest occupied orbital energy: -12.8 eV
Multiplicity: 1
Frontier orbital gap: 0.3426 Ha
Max |F|: 0.27 eV/A
Molar mass: 277.95 g mol⁻¹
Net charge: +1

Taken from the Mulliken analysis, the atomic charges in e are:
1. C -1.178
2. C 0.680
3. N -0.492
4. C -0.673
5. P 0.136
6. H 0.346
7. H 0.356
8. H 0.300
9. H 0.048
10. H 0.425
11. H 0.450
12. H 0.194
13. H 0.182
14. H 0.177
15. Br -0.112
16. C -0.611
17. C -0.514
18. Br -0.144
19. H 0.336
20. H 0.371
21. H 0.351
22. H 0.374